(1)
This record from the Open Molecules 2025 dataset describes C18H26ClN2O2P in the gas phase at a distorted geometry. The level of theory is ωB97M-V/def2-TZVPD.

XYZ file:
```
50
Properties=species:S:1:pos:R:3:lowdin_charge:R:1
C -3.997 2.246 -2.522 -0.1268
C -4.785 1.043 -1.821 -0.2612
C -3.838 -0.192 -1.494 -0.2202
C -3.072 -0.751 -2.773 -0.2001
C -1.633 -0.113 -2.959 -0.2134
C -0.590 -1.045 -3.697 -0.2019
C 0.640 -1.483 -2.787 -0.1899
C 1.421 -0.229 -2.168 -0.1519
C 1.541 -0.372 -0.596 -0.2135
N 0.373 -0.685 0.040 0.1410
C 0.495 -0.822 1.419 -0.1654
C -0.766 -1.185 2.163 -0.0182
C -0.748 -1.384 3.602 -0.0554
C 0.559 -1.221 4.329 0.0069
C 1.793 -0.874 3.604 -0.1796
O 2.951 -0.779 4.381 -0.1097
C 2.927 0.377 5.248 -0.2232
C 3.045 1.670 4.312 -0.0797
C 1.800 -0.658 2.096 -0.1213
N 3.020 -0.336 1.516 0.1245
C 2.821 -0.207 0.164 -0.3436
P 4.364 0.176 -0.875 0.5940
O 4.537 1.849 -0.981 -0.3684
Cl 6.063 -0.551 0.176 0.1226
H -3.044 2.387 -1.929 0.0753
H -3.799 1.946 -3.586 0.0628
H -4.565 3.220 -2.458 0.0706
H -5.621 0.740 -2.526 0.1030
H -5.304 1.440 -0.898 0.0989
H -3.166 0.034 -0.623 0.0991
H -4.534 -1.018 -1.152 0.1018
H -3.697 -0.487 -3.675 0.1103
H -3.047 -1.872 -2.680 0.1049
H -1.239 0.171 -1.946 0.0846
H -1.763 0.826 -3.567 0.0987
H -1.114 -2.016 -3.972 0.1056
H -0.196 -0.615 -4.662 0.1071
H 1.410 -2.076 -3.363 0.1095
H 0.230 -2.160 -1.989 0.1039
H 2.414 -0.158 -2.680 0.0658
H 0.851 0.730 -2.333 0.1179
H -1.729 -1.326 1.602 0.1017
H -1.711 -1.642 4.106 0.0994
H 0.537 -1.404 5.434 0.1133
H 1.965 0.506 5.820 0.1111
H 3.786 0.306 5.973 0.1255
H 3.380 2.518 4.988 0.0789
H 2.020 1.888 3.903 0.0766
H 3.801 1.524 3.490 0.0780
H 5.216 2.062 -1.653 0.0501
```

The orbital gap comes out at 0.2815 hartree.

(2)
This record from the Open Molecules 2025 dataset describes a molecular structure, C40H44BrKN4O10P2S4 at a distorted geometry. The level of theory is ωB97M-V/def2-TZVPD.

XYZ file:
```
106
Properties=species:S:1:pos:R:3:lowdin_charge:R:1
K 0.716 0.687 0.640 0.5914
O 1.403 -2.925 2.327 -0.5266
S 2.273 -4.303 2.145 0.9795
C 1.116 -2.556 3.702 -0.2757
C 2.284 -1.816 4.328 -0.1710
C 2.544 -0.430 3.739 -0.1759
C 1.489 0.587 4.134 -0.2654
S 3.070 2.640 4.441 0.9748
O 1.799 1.922 3.674 -0.5310
C 4.365 2.481 3.246 -0.5117
C 5.608 2.012 3.654 -0.1300
C 6.657 1.960 2.745 -0.1023
C 6.453 2.355 1.431 -0.0859
C 5.206 2.815 1.026 -0.0812
C 4.157 2.886 1.929 -0.0730
C 3.932 -3.724 1.908 -0.5138
C 4.185 -2.526 1.251 -0.0758
C 5.492 -2.110 1.046 -0.0504
C 6.549 -2.908 1.471 -0.0999
C 6.295 -4.114 2.110 -0.1170
C 4.988 -4.519 2.343 -0.1360
H 0.894 -3.467 4.263 0.1000
H 0.196 -1.973 3.646 0.0036
H 3.177 -2.433 4.200 0.1000
H 2.114 -1.738 5.408 0.1178
H 2.621 -0.501 2.653 0.0896
H 3.508 -0.064 4.101 0.0993
H 1.369 0.616 5.223 0.1144
H 0.507 0.372 3.705 0.1021
H 5.742 1.673 4.674 0.0929
H 7.622 1.578 3.058 0.0910
H 7.250 2.268 0.704 0.1005
H 5.039 3.092 -0.006 0.1016
H 3.175 3.205 1.597 0.0981
H 3.373 -1.908 0.890 0.0880
H 5.666 -1.174 0.528 0.0872
H 7.570 -2.589 1.296 0.0920
H 7.116 -4.734 2.451 0.0887
H 4.786 -5.444 2.872 0.0914
S -2.471 -0.328 1.006 0.6686
C -3.025 -1.388 -0.087 -0.6797
N -4.380 -1.708 -0.190 -0.1260
C -4.853 -2.155 -1.482 -0.1567
C -4.031 -3.338 -1.902 -0.1327
N -2.624 -2.986 -1.914 -0.1248
C -1.827 -3.741 -2.870 -0.1514
C -2.046 -3.234 -4.273 -0.2079
C -2.556 -4.052 -5.273 -0.0596
C -2.766 -3.557 -6.555 -0.1031
C -2.469 -2.235 -6.841 -0.1058
C -1.957 -1.410 -5.846 -0.0735
C -1.747 -1.905 -4.569 -0.0157
C -2.071 -2.142 -1.010 -0.6766
S -0.438 -1.882 -0.969 0.7332
C -5.358 -0.902 0.546 -0.1510
C -5.865 0.307 -0.214 -0.2038
C -5.080 1.450 -0.384 -0.0251
C -5.546 2.531 -1.118 -0.0611
C -6.809 2.489 -1.694 -0.1016
C -7.603 1.364 -1.527 -0.1058
C -7.131 0.284 -0.793 -0.0684
H -4.809 -1.362 -2.242 0.1394
H -5.897 -2.460 -1.385 0.1241
H -4.307 -3.655 -2.910 0.1222
H -4.201 -4.176 -1.215 0.1357
H -2.100 -4.799 -2.794 0.1264
H -0.782 -3.632 -2.585 0.0633
H -2.791 -5.087 -5.045 0.1050
H -3.166 -4.205 -7.325 0.0929
H -2.637 -1.843 -7.837 0.0937
H -1.717 -0.377 -6.063 0.1054
H -1.343 -1.266 -3.791 0.1075
H -4.906 -0.609 1.491 0.0818
H -6.202 -1.562 0.766 0.1193
H -4.105 1.492 0.080 0.0547
H -4.921 3.410 -1.231 0.0985
H -7.173 3.335 -2.264 0.0947
H -8.591 1.324 -1.972 0.0904
H -7.756 -0.594 -0.664 0.1013
O 0.817 1.531 -2.124 -0.1974
P 1.734 2.742 -1.480 0.1849
O 1.691 3.930 -2.373 -0.3169
O 1.370 2.938 -0.045 -0.3990
O 3.214 2.045 -1.574 -0.2836
P 3.714 0.604 -0.977 0.1796
O 2.900 -0.404 -2.005 -0.1740
O 5.167 0.474 -1.216 -0.3006
O 3.067 0.336 0.338 -0.4103
H 1.317 0.700 -2.006 -0.0028
H 3.411 -0.543 -2.807 0.0732
N -0.813 5.247 -2.260 0.1995
C -1.825 5.160 -1.384 -0.5229
O -2.958 5.579 -1.609 0.0108
C -1.492 4.525 -0.062 -0.1347
C -1.003 5.264 1.002 -0.0092
C -0.771 4.626 2.208 -0.0453
C -1.049 3.272 2.310 -0.1349
N -1.509 2.553 1.291 0.0182
C -1.708 3.168 0.129 -0.1092
H -1.052 5.602 -3.171 0.1070
H 0.101 4.779 -2.149 0.0547
H -0.801 6.321 0.882 0.1184
H -0.374 5.162 3.060 0.1021
H -0.904 2.739 3.243 0.1101
H -2.055 2.547 -0.693 0.1259
Br -2.436 -1.487 3.865 -0.4527
```

The net charge is -2. The orbital gap comes out at 0.2282 hartree.

(3)
This record from the Open Molecules 2025 dataset describes C2H2N2O in the gas phase at a distorted geometry. The level of theory is ωB97M-V/def2-TZVPD.

XYZ file:
```
7
Properties=species:S:1:pos:R:3:lowdin_charge:R:1
C 2.254 0.096 0.045 -0.2292
C 0.845 -0.056 0.363 -0.3040
N 3.349 0.018 -0.235 0.1282
N 0.101 -0.969 -0.759 0.1790
O 0.452 -1.359 0.563 0.0481
H 0.331 0.686 0.796 0.0715
H -0.855 -0.705 -0.626 0.1064
```

As for the spin multiplicity: 3. The orbital gap (alpha / beta) comes out at 0.2456 / 0.2664 hartree.

(4)
This record from the Open Molecules 2025 dataset describes a molecular structure, C55H52BBrN6O3P2SY. The level of theory is ωB97M-V/def2-TZVPD.

XYZ file:
```
122
Properties=species:S:1:pos:R:3:lowdin_charge:R:1
Y 0.105 -1.170 1.002 1.0907
C -5.823 -0.878 2.018 -0.0192
C -4.458 -0.281 2.157 -0.2721
C -4.138 0.926 2.721 0.0147
C -2.742 1.026 2.631 -0.2321
N -2.240 -0.062 2.025 0.0907
N -3.308 -0.856 1.756 0.0177
B -3.236 -2.284 1.170 -0.5474
N -2.396 -3.196 2.021 0.0006
N -1.014 -3.060 2.164 -0.0049
C -0.578 -4.192 2.786 -0.2589
C -1.720 -5.009 3.073 0.0115
C -2.805 -4.362 2.566 -0.2947
C -4.232 -4.813 2.601 -0.0301
C 0.776 -4.522 3.048 -0.2516
C 1.110 -5.769 3.604 -0.1008
C 2.400 -6.179 3.837 -0.1631
C 3.464 -5.274 3.502 -0.1569
C 3.224 -4.057 2.971 -0.1655
C 1.848 -3.574 2.639 -0.5941
N -2.772 -2.286 -0.327 0.0210
N -1.526 -1.945 -0.766 0.0582
C -1.495 -2.240 -2.077 -0.2281
C -2.732 -2.759 -2.477 0.0180
C -3.507 -2.789 -1.341 -0.2677
C -4.926 -3.245 -1.220 -0.0162
C -0.365 -1.950 -2.974 -0.1546
C 0.911 -2.039 -2.599 0.0011
C 1.975 -1.411 -3.440 -0.1394
C 1.700 -1.257 -4.979 -0.1782
C 0.248 -1.415 -5.316 -0.0563
C -0.684 -1.615 -4.384 -0.0254
C -1.965 2.156 3.180 -0.1591
C -2.627 3.301 3.634 -0.0504
C -1.925 4.352 4.204 -0.1059
C -0.543 4.283 4.336 -0.1013
C 0.122 3.150 3.891 -0.0816
C -0.585 2.105 3.317 -0.0831
H -6.552 -0.167 2.404 0.0773
H -5.915 -1.809 2.581 0.0746
H -6.070 -1.094 0.978 0.0692
H -4.834 1.622 3.163 0.1010
H -4.354 -2.701 1.163 0.0961
H -1.734 -5.964 3.574 0.0926
H -4.293 -5.730 3.186 0.0748
H -4.624 -5.017 1.601 0.0656
H -4.879 -4.064 3.065 0.0710
H 0.306 -6.450 3.871 0.0856
H 2.607 -7.148 4.276 0.0597
H 4.491 -5.584 3.680 0.0804
H 4.041 -3.387 2.712 0.0704
H 1.684 -2.585 3.072 -0.0144
H -3.015 -3.112 -3.457 0.1083
H -5.286 -3.539 -2.206 0.0789
H -5.567 -2.449 -0.841 0.0704
H -5.024 -4.097 -0.546 0.0723
H 1.187 -2.478 -1.645 0.0264
H 2.964 -1.813 -3.215 0.1566
H 2.347 -1.834 -5.644 0.1389
H -0.032 -1.293 -6.359 0.1054
H -1.729 -1.631 -4.677 0.0995
H -3.703 3.381 3.542 0.0975
H -2.462 5.229 4.550 0.0971
H 0.004 5.104 4.788 0.0960
H 1.198 3.060 4.003 0.0969
H -0.056 1.220 3.003 -0.0468
O 1.677 -0.311 -0.535 -0.4959
P 2.723 0.723 -0.758 0.7345
C 2.156 2.333 -0.118 -0.3004
P 0.370 2.548 -0.424 0.7646
O -0.466 1.393 0.042 -0.3807
C -0.063 4.145 0.298 -0.2632
C -1.418 4.404 0.501 -0.0578
C -1.824 5.649 0.953 -0.0738
C -0.884 6.643 1.198 -0.0829
C 0.466 6.386 1.003 -0.0817
C 0.878 5.137 0.558 -0.0812
C 0.095 2.881 -2.175 -0.2707
C -0.991 2.270 -2.797 -0.0556
C -1.294 2.578 -4.118 -0.0605
C -0.517 3.494 -4.815 -0.0869
C 0.566 4.106 -4.195 -0.0805
C 0.865 3.809 -2.874 -0.0761
C 3.006 0.837 -2.535 -0.2089
C 4.123 1.269 -3.112 -0.0531
C 4.336 1.159 -4.566 -0.0697
C 3.401 0.682 -5.384 -0.0415
C 2.056 0.258 -4.888 -0.1944
C 1.949 0.152 -3.350 -0.1973
C 4.308 0.378 -0.009 -0.3071
C 4.555 -0.933 0.393 -0.0858
C 5.810 -1.260 0.887 -0.0562
C 6.805 -0.295 0.971 -0.0805
C 6.549 1.017 0.583 -0.0908
C 5.297 1.357 0.095 -0.1044
H 2.740 3.146 -0.556 0.0607
H 2.282 2.301 0.967 0.0394
H -2.149 3.622 0.313 0.1179
H -2.877 5.845 1.121 0.1095
H -1.203 7.613 1.560 0.1019
H 1.201 7.156 1.208 0.1018
H 1.936 4.944 0.423 0.0957
H -1.598 1.556 -2.246 0.0849
H -2.135 2.094 -4.600 0.1100
H -0.755 3.733 -5.845 0.1014
H 1.171 4.819 -4.742 0.1017
H 1.704 4.298 -2.387 0.1046
H 4.928 1.683 -2.512 0.0944
H 5.291 1.483 -4.966 0.0968
H 3.584 0.620 -6.454 0.1094
H 1.288 0.885 -5.348 0.1363
H 0.969 0.443 -3.004 0.1194
H 3.749 -1.672 0.371 0.0193
H 6.001 -2.271 1.226 0.1081
H 7.783 -0.559 1.355 0.0998
H 7.319 1.773 0.673 0.0972
H 5.084 2.387 -0.178 0.0994
O -3.202 0.899 -0.927 -0.0666
H -2.376 1.128 -0.468 -0.0180
H -3.284 -0.054 -0.779 0.0158
Br 1.992 0.020 2.652 0.1704
S 1.782 -3.176 0.738 0.4404
```

The net charge is -1. The orbital gap comes out at 0.1289 hartree.

(5)
This record from the Open Molecules 2025 dataset describes a molecular structure, C13H33AgF2N6O10S2 at a distorted geometry. The level of theory is ωB97M-V/def2-TZVPD.

XYZ file:
```
67
Properties=species:S:1:pos:R:3:lowdin_charge:R:1
Ag 21.279 5.416 -7.237 1.2183
N 19.621 5.624 -8.574 -0.3353
S 19.113 6.035 -10.007 0.4904
O 18.267 7.198 -10.246 -0.2400
O 18.772 4.902 -10.859 -0.2667
F 20.528 6.568 -10.601 -0.1990
S 18.056 5.361 -8.047 0.5414
O 17.235 4.369 -8.671 -0.2195
O 17.470 6.532 -7.445 -0.2380
F 18.475 4.472 -6.761 -0.2267
C 25.433 4.817 -6.557 -0.0310
C 24.110 4.029 -6.616 -0.4828
C 24.179 2.676 -5.974 -0.0488
O 23.141 4.836 -5.959 -0.1038
H 25.761 4.982 -5.527 0.0881
H 25.257 5.785 -7.025 0.0792
H 26.231 4.275 -7.065 0.0892
H 23.929 3.905 -7.684 0.1148
H 23.264 2.083 -5.979 0.0757
H 24.372 2.739 -4.899 0.0854
H 24.986 2.083 -6.407 0.0917
H 23.613 5.235 -5.221 0.1125
O 22.526 7.502 -7.409 -0.0375
C 22.571 8.600 -7.955 -0.5884
N 21.648 8.875 -8.913 0.2064
C 23.518 9.635 -7.502 0.0068
H 20.863 8.240 -8.912 0.0849
H 21.449 9.808 -9.241 0.1212
H 23.607 10.540 -8.102 0.0903
H 24.525 9.223 -7.440 0.0953
H 23.242 9.993 -6.509 0.0906
O 20.059 7.114 -5.821 -0.0184
C 19.739 8.088 -5.163 -0.5603
N 20.290 9.300 -5.296 0.1859
C 18.729 8.029 -4.037 0.0115
H 20.930 9.517 -6.042 0.0872
H 20.205 9.976 -4.555 0.1156
H 18.061 7.186 -4.206 0.0852
H 18.113 8.926 -3.970 0.0855
H 19.241 7.970 -3.076 0.0898
O 20.677 4.552 -5.080 -0.0414
C 20.329 4.118 -4.004 -0.5631
N 19.015 3.862 -3.810 0.1858
C 21.269 3.935 -2.858 0.0122
H 18.595 3.943 -2.899 0.1157
H 18.471 3.962 -4.653 0.0902
H 22.276 3.766 -3.248 0.0707
H 21.117 2.995 -2.327 0.0890
H 21.405 4.766 -2.167 0.0923
O 22.499 5.241 -9.217 -0.0827
C 23.036 5.209 -10.336 -0.5757
N 22.535 4.481 -11.306 0.2093
C 24.222 6.058 -10.651 0.0221
H 21.780 3.866 -11.037 0.1172
H 22.906 4.393 -12.238 0.1300
H 24.189 7.067 -10.242 0.0839
H 24.403 6.159 -11.722 0.0865
H 25.123 5.626 -10.211 0.0934
O 21.193 3.149 -7.649 -0.0609
C 21.062 2.051 -8.213 -0.5415
N 19.896 1.421 -8.100 0.2042
C 22.154 1.345 -8.964 0.0279
H 19.206 1.936 -7.570 0.1168
H 19.570 0.734 -8.761 0.1242
H 22.478 2.002 -9.771 0.0749
H 21.831 0.382 -9.355 0.0876
H 23.015 1.165 -8.321 0.0846
```

As for the spin multiplicity: 2. The net charge is +1. The orbital gap (alpha / beta) comes out at 0.3812 / 0.2256 hartree.

(6)
This record from the Open Molecules 2025 dataset describes a molecular structure, C22H28BFeN4O3S. The level of theory is ωB97M-V/def2-TZVPD.

XYZ file:
```
60
Properties=species:S:1:pos:R:3:lowdin_charge:R:1
Fe 1.206 -0.367 0.907 0.5775
N 0.790 2.964 3.904 0.0106
C 0.864 1.740 3.230 -0.9302
S 2.262 1.442 2.287 0.5562
N -0.166 0.962 3.435 -0.0314
N -0.043 -0.262 2.804 -0.0925
C -0.976 -1.087 3.080 -0.1166
C -1.077 -2.436 2.538 -0.1483
C -2.182 -3.198 2.925 -0.0920
C -2.368 -4.503 2.511 -0.1535
C -1.391 -5.065 1.682 -0.1423
C -0.290 -4.347 1.283 -0.0336
C -0.082 -2.988 1.674 -0.3700
O 0.959 -2.362 1.263 -0.1493
H 1.268 3.692 3.395 0.0424
H -0.170 3.197 4.119 0.0588
H -1.769 -0.777 3.768 0.1071
H -2.916 -2.731 3.576 0.0928
H -3.239 -5.068 2.819 0.0712
H -1.502 -6.091 1.341 0.0817
H 0.464 -4.778 0.634 0.1008
C 5.197 -0.267 0.056 -0.0890
C 4.672 -0.256 -1.346 -0.2487
C 5.512 -0.209 -2.439 -0.1264
C 5.031 -0.187 -3.750 -0.1768
C 3.647 -0.208 -3.935 -0.1258
C 2.759 -0.255 -2.880 -0.2428
C 1.275 -0.246 -3.091 -0.0826
C 3.238 -0.288 -1.518 -0.3569
N 2.418 -0.328 -0.504 -0.0272
H 6.289 -0.330 0.067 0.0551
H 4.782 -1.107 0.623 0.0690
H 4.890 0.631 0.604 0.0549
H 6.586 -0.190 -2.261 0.0823
H 5.710 -0.151 -4.595 0.0559
H 3.237 -0.186 -4.944 0.0826
H 1.027 -0.279 -4.156 0.0584
H 0.825 0.651 -2.649 0.0641
H 0.793 -1.084 -2.579 0.0753
C -4.107 0.532 -0.257 -0.0233
C -2.749 0.912 -0.840 -0.5094
C -2.789 0.775 -2.359 -0.0231
O -1.784 -0.019 -0.361 0.0263
B -0.580 0.627 0.007 -0.4832
O -0.808 2.016 -0.154 0.0255
C -2.194 2.280 -0.344 -0.5113
C -2.756 2.713 1.010 -0.0238
C -2.332 3.425 -1.339 -0.0253
H -4.407 -0.438 -0.658 0.0830
H -4.879 1.264 -0.512 0.0809
H -4.048 0.442 0.826 0.0811
H -3.039 -0.259 -2.605 0.0871
H -1.813 0.991 -2.793 0.0851
H -3.536 1.433 -2.814 0.0782
H -2.590 1.943 1.764 0.0861
H -3.823 2.952 0.960 0.0768
H -2.214 3.603 1.334 0.0848
H -1.812 3.203 -2.269 0.0798
H -1.888 4.325 -0.911 0.0821
H -3.383 3.635 -1.563 0.0819
```

As for the spin multiplicity: 6. The net charge is -2. The orbital gap (alpha / beta) comes out at 0.1738 / 0.1777 hartree.

Here are the calculated molar mass numbers, same order: 368.85 1050.03 70.05 1118.70 643.44 495.21 (g/mol).